Entry 1:
Density functional theory data (ωB97M-V/def2-TZVPD) for C2H6N2O in the gas phase at a distorted geometry.

**HOMO energy**: -9.35 eV
**SMILES string**: N/N=C\CO
**Energy above the lowest of the compared OMol25 structures with the same formula, charge and spin**: 301.0 kJ/mol

Geometry as ORCA input:
```
! RIJCOSX wB97M-V def2-TZVPD def2/J DEFGRID3
* xyz 0 1
N 1.6345 0.6686 -0.9827
N 0.4058 0.1534 -1.4465
C -0.5107 -0.1622 -0.6679
C -0.4527 -0.3447 0.8386
O -1.8445 -0.1873 1.3254
H 2.4069 0.4709 -1.6680
H 1.8246 0.3294 0.0193
H -1.4200 -0.6775 -1.1376
H -0.2431 -1.4555 1.1012
H 0.2938 0.4046 1.3695
H -2.0946 0.8002 1.2486
*
```

---

Entry 2:
Density functional theory data (ωB97M-V/def2-TZVPD) for C8H11N3 in the gas phase at a distorted geometry.

**HOMO energy (alpha / beta)**: -9.30 / -7.03 eV
**Energy above the lowest of the compared OMol25 structures with the same formula, charge and spin**: 435.3 kJ/mol

Geometry as ORCA input:
```
! RIJCOSX wB97M-V def2-TZVPD def2/J DEFGRID3
* xyz 0 1
C 1.4711 -2.1146 1.7304
C 1.5391 -0.6111 -2.3622
C -0.5499 -0.6628 1.2826
C 0.1235 -1.9787 1.6123
C 1.3505 0.5781 -1.7264
C -0.5531 0.0207 -0.1484
C -0.9145 -1.0192 -1.2578
C 0.8919 2.1513 0.0838
N 2.5737 -2.2075 2.1803
N 1.9037 -1.4557 -3.0726
N 0.7076 0.7963 -0.5642
H -1.6148 -0.9487 1.3092
H -0.3822 0.1001 2.1861
H -0.3564 -2.8716 1.4590
H 2.1007 1.3217 -2.1164
H -1.3878 0.7841 -0.0631
H -1.2087 -0.6028 -2.1697
H -1.8290 -1.3947 -0.7962
H -0.2433 -1.8189 -1.3746
H 0.0420 2.3946 0.7246
H 1.8094 1.9040 0.5675
H 1.0335 2.8310 -0.7010
*
```

---

Entry 3:
Density functional theory data (ωB97M-V/def2-TZVPD) for a molecular structure, C26H28Cl3IrN9OS.

**HOMO energy**: -14.45 eV
**Energy above the lowest of the compared OMol25 structures with the same formula, charge and spin**: 7.8 kJ/mol

Geometry as ORCA input:
```
! RIJCOSX wB97M-V def2-TZVPD def2/J DEFGRID3
* xyz 3 1
Ir -1.8665 -2.0403 -0.6055
C -2.8315 -4.0622 4.3233
N -1.9825 -3.3280 3.3655
C -0.6531 -2.8733 3.8043
C -2.3682 -3.1214 2.1208
N -1.5748 -2.4788 1.2512
N -3.5972 -3.6101 1.7522
C -4.2311 -3.5725 0.5233
N -5.3940 -4.2137 0.4621
N -3.7005 -2.9338 -0.4806
H -2.3367 -4.0626 5.2877
H -2.9599 -5.1020 4.0162
H -3.7937 -3.5638 4.4531
H -0.5074 -3.1779 4.8343
H -0.5848 -1.7841 3.7665
H 0.1316 -3.3371 3.2041
H -0.7275 -2.1119 1.6625
H -4.0804 -4.1238 2.4744
H -5.7727 -4.7395 1.2345
H -5.9195 -4.2533 -0.3984
H -4.2517 -2.9973 -1.3296
Cl 2.4993 2.7715 -6.3128
C 2.7266 2.3906 -4.6514
C 3.9815 2.0178 -4.1884
C 4.1503 1.7201 -2.8478
C 3.0877 1.7796 -1.9483
C 3.3177 1.4439 -0.4946
C 3.3545 -0.0803 -0.2817
N 2.1258 -0.7272 -0.7739
C 1.9684 -1.2529 -2.0309
C 0.6848 -1.6799 -2.1191
N 0.0507 -1.3976 -0.9157
C 0.9608 -0.8112 -0.1369
O 4.5553 1.9586 -0.0982
C 4.6733 2.4441 1.2502
C 3.4928 3.2333 1.7300
C 2.9511 4.3132 1.0922
Cl 3.4742 4.9978 -0.3860
S 1.6131 4.9777 1.9289
C 1.7504 3.8028 3.1643
C 2.7825 2.9464 2.9334
C 1.8512 2.1570 -2.4542
Cl 0.4620 2.2840 -1.3732
C 1.6461 2.4716 -3.7853
H 4.8170 1.9803 -4.8733
H 5.1354 1.4693 -2.4753
H 2.5059 1.8610 0.1061
H 3.4759 -0.3257 0.7730
H 4.1873 -0.5104 -0.8352
H 2.7752 -1.2793 -2.7438
H 0.1946 -2.1815 -2.9385
H 0.7958 -0.4055 0.8488
H 5.5753 3.0539 1.2304
H 4.8516 1.6093 1.9356
H 1.0993 3.8428 4.0225
H 3.0750 2.1644 3.6216
H 0.6796 2.7937 -4.1452
N -1.9161 2.9350 -4.2999
C -2.3256 2.3931 -3.3755
C -2.8105 1.6845 -2.2274
C -3.8416 2.1719 -1.4337
C -4.2510 1.4261 -0.3344
C -3.6487 0.2192 -0.0693
N -2.6421 -0.2411 -0.8443
C -2.2082 0.4787 -1.8927
H -4.3109 3.1181 -1.6715
H -5.0470 1.7745 0.3086
H -3.9511 -0.4048 0.7574
H -1.3730 0.0990 -2.4666
*
```

---

Entry 4:
Density functional theory data (ωB97M-V/def2-TZVPD) for a molecular structure, C25H40MnN7O2P at a distorted geometry.

**HOMO energy (alpha / beta)**: -5.12 / -6.72 eV
**Energy above the lowest of the compared OMol25 structures with the same formula, charge and spin**: 0.0 kJ/mol

Geometry as ORCA input:
```
! RIJCOSX wB97M-V def2-TZVPD def2/J DEFGRID3
* xyz 0 2
Mn -0.4885 0.2290 0.2025
C -3.6278 0.3576 -0.2949
C -3.5817 -1.1404 0.0918
N -2.3250 -1.4809 0.7331
C -2.3512 -1.7392 2.1668
C -1.1720 -1.0730 2.8864
N -0.8482 0.2677 2.3606
C -1.7525 1.3585 2.7379
C -3.0015 1.3816 1.8661
N -2.6530 1.1352 0.4637
H -4.6487 0.7346 -0.1717
H -3.3471 0.4600 -1.3414
H -3.6999 -1.7169 -0.8239
H -4.4224 -1.3920 0.7441
H -1.8507 -2.2257 0.2418
H -2.3207 -2.8094 2.3976
H -3.2852 -1.3603 2.5823
H -0.2819 -1.6869 2.7439
H -1.3923 -1.0309 3.9593
H 0.0678 0.5088 2.7253
H -1.2098 2.2910 2.5827
H -2.0336 1.3032 3.7950
H -3.4915 2.3495 2.0004
H -3.7142 0.6246 2.1893
H -2.4793 2.0028 -0.0099
O 3.6587 6.1814 0.0736
N 4.2471 5.0883 0.1926
O 5.4824 5.0156 0.2369
C 3.5102 3.8954 0.2771
C 4.2437 2.7089 0.4133
C 3.6172 1.4676 0.4701
C 4.3206 0.2360 0.5973
C 3.6181 -0.9327 0.6573
C 2.2182 -0.9018 0.5888
N 1.5397 0.2341 0.4362
C 2.2069 1.3860 0.3831
C 1.4297 2.5890 0.2119
N 0.1024 2.4109 0.0771
C -0.6523 3.4905 -0.0864
C -0.1458 4.7769 -0.0571
C 1.2081 4.9722 0.0973
C 2.0636 3.8582 0.1920
H 5.3191 2.7805 0.4625
H 5.4037 0.2511 0.6285
H 4.1212 -1.8881 0.7425
H 1.6242 -1.8018 0.6339
H -1.7093 3.3476 -0.2588
H -0.8176 5.6181 -0.1647
H 1.6267 5.9615 0.1281
C -1.1585 -5.0817 -0.1540
P 0.1357 -3.8023 0.1346
C 1.0053 -4.6191 1.5428
C 1.3050 -4.2460 -1.2080
H -0.7231 -6.0755 -0.2841
H -1.7301 -4.8267 -1.0489
H -1.8471 -5.1043 0.6933
H 1.1250 -5.6911 1.3699
H 0.4458 -4.4705 2.4681
H 1.9925 -4.1701 1.6719
H 1.5616 -5.3071 -1.1741
H 2.2142 -3.6492 -1.1126
H 0.8555 -4.0131 -2.1748
C -0.4298 1.6357 -2.9805
C -0.3326 0.1149 -2.7799
C 1.0826 -0.3486 -3.1366
C -1.3455 -0.5768 -3.6967
N -0.6054 -0.2515 -1.4101
H -0.2998 1.9127 -4.0310
H 0.3353 2.1365 -2.3863
H -1.4095 1.9888 -2.6420
H 1.3571 -0.0003 -4.1355
H 1.1386 -1.4406 -3.1164
H 1.8000 0.0471 -2.4134
H -1.1235 -0.3788 -4.7500
H -2.3575 -0.2204 -3.4815
H -1.3173 -1.6557 -3.5258
*
```

---

Entry 5:
Density functional theory data (ωB97M-V/def2-TZVPD) for C10H18OS in the gas phase at a distorted geometry.

**HOMO energy**: -8.96 eV
**SMILES string**: CC(C)=CCSC(=O)CC(C)C
**Energy above the lowest of the compared OMol25 structures with the same formula, charge and spin**: 0.0 kJ/mol

Geometry as ORCA input:
```
! RIJCOSX wB97M-V def2-TZVPD def2/J DEFGRID3
* xyz 0 1
C -2.7680 -2.2048 -2.4618
C -2.8485 -0.7002 -2.5744
C -4.1381 -0.0840 -3.0139
C -1.8139 0.0944 -2.1804
C -0.4851 -0.3115 -1.6308
S -0.3753 0.1882 0.1090
C 1.2878 -0.3648 0.4987
O 2.0147 -0.8654 -0.3603
C 1.7204 -0.2939 1.9642
C 2.7441 0.8650 2.2291
C 2.0456 2.2140 2.2061
C 3.4220 0.5185 3.5695
H -1.8110 -2.5843 -2.1584
H -2.9992 -2.5638 -3.4642
H -3.5812 -2.6102 -1.8341
H -4.3923 -0.3371 -4.0271
H -4.0837 1.0407 -2.9796
H -4.9138 -0.4236 -2.3223
H -1.9903 1.1500 -2.2494
H 0.2763 0.1712 -2.1933
H -0.2665 -1.3501 -1.7004
H 0.8472 -0.1202 2.6024
H 2.1600 -1.2458 2.2142
H 3.5012 0.8294 1.4440
H 2.7624 3.0170 2.4719
H 1.2381 2.2472 2.9477
H 1.6414 2.4132 1.2153
H 4.0240 1.3613 3.9070
H 4.1036 -0.3147 3.4385
H 2.6780 0.2645 4.3327
*
```

---

Entry 6:
Density functional theory data (ωB97M-V/def2-TZVPD) for a molecular structure, C34H44BN8O5S3V at a distorted geometry.

**HOMO energy (alpha / beta)**: -8.82 / -8.82 eV
**Energy above the lowest of the compared OMol25 structures with the same formula, charge and spin**: 56.1 kJ/mol

Geometry as ORCA input:
```
! RIJCOSX wB97M-V def2-TZVPD def2/J DEFGRID3
* xyz 1 2
V 0.0488 1.0302 1.1288
O 0.4015 -0.6966 4.5900
C 0.1990 0.0698 3.7124
O 0.6293 -0.0039 2.4434
C -0.6163 1.3400 3.8414
C -1.1715 1.9379 4.9470
C -1.8333 3.1514 4.7703
C -1.9128 3.7424 3.5104
C -1.3497 3.0735 2.4526
N -0.7359 1.8977 2.6353
C -1.2687 3.4300 0.9835
O -1.6082 4.4496 0.4981
O -0.7073 2.3700 0.3601
H -1.0843 1.4641 5.9177
H -2.2842 3.6461 5.6214
H -2.4071 4.6925 3.3506
C -0.6489 -0.0426 -6.6811
C 0.1468 0.0450 -5.3776
C 0.1915 1.5032 -4.9395
C 1.5904 -0.4254 -5.5970
N -0.4859 -0.9231 -4.4018
C -0.3990 -2.2814 -4.7346
C -0.9760 -2.9803 -3.7643
N -1.4341 -2.0919 -2.8033
B -2.1333 -2.6974 -1.5678
N -1.2330 -3.4099 -0.4871
C -1.9290 -4.1274 0.4785
C -1.0564 -4.8384 1.1974
N 0.2112 -4.5946 0.6783
C 0.0990 -3.6877 -0.3514
S 1.4096 -3.0329 -1.2616
C 1.4450 -5.3186 1.1666
C 2.0886 -6.0897 0.0072
C 2.4219 -4.3293 1.7984
C 1.0192 -6.3326 2.2264
N -3.1061 -1.6404 -0.9462
C -4.3139 -1.5198 -1.5811
C -5.0417 -0.5970 -0.9466
N -4.2984 -0.1454 0.1248
C -3.0794 -0.7762 0.1034
S -1.7824 -0.6249 1.2719
C -4.8987 0.9593 0.9661
C -4.3322 1.0445 2.3752
C -6.3991 0.6768 1.1045
C -4.6500 2.2625 0.2050
C -1.1626 -0.8016 -3.1980
S -1.7046 0.6132 -2.3924
H -0.2147 0.6338 -7.4226
H -1.6867 0.2509 -6.5088
H -0.6368 -1.0541 -7.0941
H 0.7784 2.0496 -5.6879
H 0.6598 1.6257 -3.9672
H -0.7978 1.9421 -4.8904
H 2.1278 0.3161 -6.1935
H 1.6378 -1.3769 -6.1302
H 2.1028 -0.5515 -4.6385
H 0.0762 -2.6319 -5.6362
H -1.0983 -4.0480 -3.6587
H -2.8439 -3.5736 -2.0016
H -3.0049 -4.0580 0.5715
H -1.2389 -5.4941 2.0306
H 2.5453 -5.4208 -0.7140
H 1.3412 -6.7014 -0.5048
H 2.8634 -6.7503 0.4047
H 2.7288 -3.5759 1.0781
H 3.3116 -4.8706 2.1371
H 1.9661 -3.8293 2.6541
H 0.2997 -7.0508 1.8271
H 0.5999 -5.8435 3.1108
H 1.9040 -6.8844 2.5421
H -4.5452 -2.1012 -2.4610
H -6.0324 -0.2376 -1.1651
H -4.4678 0.1073 2.9201
H -4.8673 1.8380 2.9051
H -3.2837 1.2838 2.3733
H -6.5739 -0.3752 1.3386
H -6.9540 0.9342 0.1997
H -6.8028 1.2794 1.9182
H -3.5813 2.4084 0.0520
H -5.0523 3.1173 0.7575
H -5.1225 2.2316 -0.7782
O 1.1662 0.0427 -0.2407
C 2.5681 0.2964 -0.2549
C 2.8681 1.5550 0.4932
C 4.1255 2.1338 0.4601
C 4.3547 3.2861 1.1845
C 3.3176 3.8439 1.9260
C 2.0934 3.2251 1.9094
N 1.8657 2.0957 1.2056
H 1.0326 -1.0151 -0.2795
H 2.9166 0.3934 -1.2790
H 3.1006 -0.5389 0.2034
H 4.9094 1.6789 -0.1325
H 5.3307 3.7524 1.1719
H 3.4618 4.7448 2.5057
H 1.2695 3.6308 2.4764
*
```

---

Entry 7:
Density functional theory data (ωB97M-V/def2-TZVPD) for a molecular structure, CaF8N4O16S8 at a distorted geometry.

**HOMO energy (alpha / beta)**: -8.71 / -8.63 eV

Geometry as ORCA input:
```
! RIJCOSX wB97M-V def2-TZVPD def2/J DEFGRID3
* xyz -1 2
Ca 0.1020 -0.1308 -0.0233
N 1.8746 1.2536 -0.2500
S 2.4455 2.3330 -1.1166
O 3.1443 1.7956 -2.3095
O 2.8435 3.6870 -0.5354
F 1.0232 2.7270 -1.8078
S 3.2925 1.1692 0.7208
O 3.1474 1.7763 2.0419
O 4.6343 1.1073 0.1422
F 2.9697 -0.3580 1.1149
N -1.2050 0.0936 -1.7929
S -1.3569 0.7900 -3.1328
O -1.7475 2.2045 -3.2195
O -1.7952 -0.0636 -4.2171
F 0.1975 0.7606 -3.4230
S -2.7998 -0.6406 -1.8393
O -2.8445 -1.9445 -2.5205
O -3.9455 0.2413 -1.9382
F -2.7729 -0.9858 -0.2078
N 0.5045 -2.2809 0.2008
S 0.8539 -3.2018 1.3422
O 2.2863 -3.4176 1.5913
O -0.1200 -4.2797 1.5890
F 0.4707 -2.1244 2.4720
S 0.1547 -3.5217 -0.9330
O -1.2490 -3.8215 -1.1517
O 1.1241 -4.5447 -1.2274
F 0.4583 -2.4543 -2.1815
N -0.9857 1.0108 1.5774
S -2.0452 2.0391 1.8484
O -1.5923 3.4239 1.6894
O -3.1486 1.7584 2.7926
F -2.8916 1.8253 0.5214
S -0.5453 1.0491 3.2331
O -1.2680 0.1244 4.0731
O -0.0383 2.3370 3.8214
F 0.8246 0.2630 3.0550
*
```

---

Entry 8:
Density functional theory data (ωB97M-V/def2-TZVPD) for 2 unconnected molecules or ions with the total composition CH7N2S.

**HOMO energy**: -13.35 eV
**Energy above the lowest of the compared OMol25 structures with the same formula, charge and spin**: 0.0 kJ/mol

Geometry as ORCA input:
```
! RIJCOSX wB97M-V def2-TZVPD def2/J DEFGRID3
* xyz 1 1
S 0.4089 1.9868 1.7298
H 0.4014 2.8088 2.7699
H -0.2202 0.9753 2.3577
N 0.0643 -1.5502 -0.0264
C -0.3866 -0.9014 -1.0769
N 0.1233 0.2006 -1.5573
H 0.8065 -1.1948 0.5630
H -0.5648 -2.2361 0.3518
H -1.1991 -1.3448 -1.6394
H -0.3365 0.5942 -2.3645
H 0.9028 0.6616 -1.1077
*
```

---

Entry 9:
Density functional theory data (ωB97M-V/def2-TZVPD) for a molecular structure, C20H25IN4O3Pb at a distorted geometry.

**HOMO energy**: -7.60 eV

Geometry as ORCA input:
```
! RIJCOSX wB97M-V def2-TZVPD def2/J DEFGRID3
* xyz 0 1
C 0.5503 3.4157 -0.9901
C 3.1694 -0.8447 -0.9429
H 0.0355 2.5306 -1.3940
H 1.6174 3.3003 -0.7445
H 0.4413 4.2453 -1.6940
H 3.7992 -0.9353 -1.8374
H 3.8011 -0.7382 -0.0463
H 2.5621 -1.7523 -0.8328
C -2.2421 1.4935 -1.5448
C -3.5637 1.2581 -1.9450
C -3.7897 0.3242 -2.9574
C -2.6927 -0.3517 -3.4868
H -2.0338 2.2165 -0.7494
H -4.3640 1.8098 -1.4591
H -4.7927 0.1166 -3.3256
H -2.7922 -1.0986 -4.2704
N -1.1854 0.8960 -2.0976
C -1.3943 -0.0691 -3.0048
C -0.2284 -0.8489 -3.4958
N 0.9985 -0.3070 -3.3555
C 2.0520 -0.9320 -3.9077
C 0.7093 -2.8128 -4.5661
C 1.9591 -2.1897 -4.5165
H 3.0230 -0.4339 -3.8258
H 2.8601 -2.6459 -4.9209
C -0.3977 -2.1251 -4.0694
H -1.3978 -2.5574 -4.0714
H 0.5900 -3.8112 -4.9812
Pb 1.9207 0.8990 -1.0431
I -0.3745 4.0141 0.8498
C -1.6967 0.4532 4.5047
C -0.9948 0.6749 3.1725
C 0.2729 -0.2026 2.9918
C 1.2628 -0.0722 4.1764
C 1.6302 1.3495 4.5448
C -0.1477 -1.6769 2.8448
O -0.1824 -2.4904 3.7583
N -0.5618 -2.0496 1.5706
C -0.2857 -1.3977 0.3618
O -0.6697 -1.8747 -0.7002
N 0.4697 -0.2574 0.4849
C 0.9432 0.1980 1.6693
O 1.9158 0.9997 1.6451
H -1.7033 -0.6114 4.7698
H -2.7315 0.7998 4.4253
H -1.2128 1.0113 5.3138
H -1.6808 0.4439 2.3418
H -0.7012 1.7289 3.0421
H 0.8379 -0.6018 5.0396
H 2.1731 -0.6184 3.8911
H 0.8031 1.8794 5.0288
H 2.4704 1.3205 5.2441
H 1.9400 1.8887 3.6432
H -0.9910 -2.9605 1.4617
*
```

---

Entry 10:
Density functional theory data (ωB97M-V/def2-TZVPD) for 2 unconnected molecules or ions with the total composition C8H9NOS at a distorted geometry.

**HOMO energy (alpha / beta)**: -8.54 / -8.73 eV
**Energy above the lowest of the compared OMol25 structures with the same formula, charge and spin**: 568.2 kJ/mol

Geometry as ORCA input:
```
! RIJCOSX wB97M-V def2-TZVPD def2/J DEFGRID3
* xyz 0 1
C 2.3566 2.3408 2.6221
C -0.5037 -0.4742 -0.5555
C -0.5500 0.8239 0.0621
C 0.8598 -0.7344 -0.5123
C 0.7361 1.2962 0.0493
C -1.6283 -1.3921 -0.8561
C -1.7974 1.5829 0.1800
C 1.5157 -2.0374 -0.7734
N 2.6380 1.3631 3.1990
O 1.6193 0.3216 -0.1313
S 1.8894 3.5025 1.5707
H -2.1494 -1.4802 0.0450
H -2.2091 -0.8162 -1.5713
H -1.4202 -2.2174 -1.4550
H -1.8335 2.5318 -0.4460
H -2.6893 1.0068 -0.1217
H -1.8866 1.7873 1.1997
H 2.3005 -2.3893 -0.0895
H 0.7805 -2.7796 -0.6733
H 1.9718 -2.2361 -1.7426
*
```

---

Entry 11:
Density functional theory data (ωB97M-V/def2-TZVPD) for C2H3BrClN in the gas phase at a distorted geometry.

**HOMO energy (alpha / beta)**: -8.71 / -8.72 eV
**Energy above the lowest of the compared OMol25 structures with the same formula, charge and spin**: 306.6 kJ/mol

Geometry as ORCA input:
```
! RIJCOSX wB97M-V def2-TZVPD def2/J DEFGRID3
* xyz 0 1
C -0.6886 -0.0804 0.2833
C 0.8736 0.2672 0.4361
N -0.8207 -0.0018 -1.0627
Cl 1.4460 1.8648 -0.0834
Br 2.0517 -1.1033 0.0427
H -1.1054 -0.9046 0.9208
H -1.2013 0.8259 0.8819
H -0.5552 -0.8678 -1.4186
*
```